(1)
Below is a 2-piece molecular cluster, C26H51BrNO9S3 overall at a distorted geometry, with properties calculated with ωB97M-V/def2-TZVPD.

Structure (ORCA input):
```
! RIJCOSX wB97M-V def2-TZVPD def2/J DEFGRID3
* xyz 1 1
C 8.8775 -1.4923 0.5185
C 9.4154 -0.6115 -0.6031
C 8.3620 0.2871 -1.1845
O 7.5204 0.8252 -0.1470
C 6.8740 1.9637 -0.5460
O 7.4264 3.0611 -0.5754
C 5.4335 1.7847 -0.9292
S 4.3765 1.5523 0.5248
C 3.4206 3.0739 0.4943
O 2.2743 2.8832 -0.2899
C 1.2693 3.8475 -0.0626
C -0.1201 3.1872 -0.0019
C -0.9309 3.6985 1.1753
C -0.2997 3.5610 2.5641
C -0.3209 2.1767 3.1859
Br 1.3035 1.1640 2.8864
O 0.0726 1.7894 -0.0250
C -1.0868 1.0106 -0.0767
C -0.8043 -0.1513 -1.0069
C 0.4844 -0.8725 -0.6075
C 0.3307 -2.3387 -0.2212
S -0.7132 -2.5995 1.1867
O -0.0300 -2.2636 2.3787
O -2.0008 -1.9920 0.9998
O -0.9048 -4.1823 1.2001
O 10.6324 0.0717 -0.2565
C 10.5355 1.3938 0.1051
O 10.7399 2.2683 -0.7290
C 10.2477 1.8055 1.5317
S 10.5617 0.5736 2.8365
H 8.5199 -2.4120 0.0758
H 9.7145 -1.7698 1.1374
H 8.1047 -1.0123 1.0952
H 9.6973 -1.2908 -1.3936
H 7.7474 -0.3216 -1.8450
H 8.7852 1.0706 -1.7971
H 5.0945 2.6657 -1.4468
H 5.3281 0.9461 -1.6095
H 3.1733 3.3355 1.5155
H 4.0696 3.8470 0.0869
H 1.4770 4.4477 0.8157
H 1.2813 4.5300 -0.9079
H -0.6426 3.4617 -0.9192
H -1.9282 3.2741 1.2050
H -1.0637 4.7625 1.0030
H 0.6959 3.9736 2.5995
H -0.8892 4.1878 3.2259
H -1.1932 1.6255 2.8673
H -0.3977 2.2822 4.2549
H -1.3327 0.5961 0.9018
H -1.9562 1.5662 -0.4213
H -1.6611 -0.8103 -1.0416
H -0.7024 0.2692 -2.0006
H 1.1462 -0.8541 -1.4603
H 1.0080 -0.3629 0.1910
H 1.2955 -2.7223 0.0844
H 0.0133 -2.9562 -1.0535
H -1.0143 -4.5083 0.3018
H 10.9249 2.6057 1.7731
H 9.2397 2.1806 1.6125
H 9.3526 0.0248 2.9643
C -9.3141 -0.7574 -2.0376
C -8.9263 -2.1938 -2.3784
C -8.6021 -3.0721 -1.1655
C -7.5909 -2.5926 -0.1314
N -6.1424 -2.5169 -0.5429
C -5.8357 -1.3645 -1.4697
C -5.6948 -0.1646 -0.5582
C -4.9025 -0.7349 0.6172
C -5.3028 -2.2054 0.7062
C -5.6977 -3.8062 -1.1353
H -8.5809 -0.2622 -1.3978
H -9.4024 -0.1603 -2.9439
H -10.2750 -0.7253 -1.5238
H -8.1036 -2.2086 -3.0981
H -9.7605 -2.6598 -2.9041
H -8.3322 -4.0716 -1.5119
H -9.5295 -3.2125 -0.6038
H -7.6079 -3.3070 0.6907
H -7.8548 -1.6212 0.2823
H -4.8862 -1.5950 -1.9515
H -6.6052 -1.2652 -2.2264
H -6.6710 0.1986 -0.2342
H -5.1896 0.6627 -1.0511
H -5.1031 -0.2029 1.5443
H -3.8322 -0.6641 0.4323
H -5.9008 -2.4328 1.5830
H -4.4288 -2.8509 0.6937
H -6.2223 -3.9694 -2.0721
H -5.9096 -4.6063 -0.4305
H -4.6297 -3.7454 -1.3214
*
```

The value obtained for the LUMO energy is -0.09361 Ha. As for the strongest force on any atom: 0.055 Eh/bohr. Its total energy is -5521.4742 hartree. The value obtained for the gap between HOMO and LUMO is 7.55 eV.


(2)
Below is C26H52AlCl2N3O5Si2 as an isolated structure at a distorted geometry, with properties calculated with ωB97M-V/def2-TZVPD.

Structure (ORCA input):
```
! RIJCOSX wB97M-V def2-TZVPD def2/J DEFGRID3
* xyz 0 1
C -1.9666 0.6271 -5.3020
C -0.9328 -0.0609 -4.4699
H -1.4817 1.0834 -6.1692
H -2.4234 1.4199 -4.6993
H -2.7694 -0.0315 -5.6714
C 0.1578 -0.7060 -4.9142
C 0.2557 -1.3269 -6.2577
H 1.0852 -0.6303 -4.3282
H 0.4798 -0.6104 -7.0590
H -0.7097 -1.7928 -6.4916
H 1.0295 -2.0981 -6.2564
Al -0.4010 0.0098 2.5728
Cl 0.2807 4.9932 -2.3798
C 0.3066 -2.5889 2.9241
O 0.6760 -1.3676 3.1120
N 1.0323 -3.5895 3.3697
C 2.3662 -3.3251 3.9031
C 0.5023 -4.9555 3.3155
H -0.6331 -2.8173 2.4032
H 2.3231 -2.5378 4.6624
H 3.0469 -3.0117 3.1009
H 2.7122 -4.2602 4.3390
H -0.5683 -4.9412 3.5677
H 1.0557 -5.5579 4.0409
H 0.6099 -5.3843 2.3058
H 2.3130 2.6115 5.2311
H 0.2889 4.4937 5.4138
C 2.3911 3.0085 4.2115
C 0.5148 4.6514 4.3491
N 1.0784 3.4447 3.7375
H 2.7897 2.2494 3.5376
C 0.3103 2.6630 3.0128
O 0.6545 1.4567 2.7053
H -0.4097 4.9034 3.8191
H -0.6462 3.0688 2.6576
H 3.0395 3.8839 4.2428
H 1.2290 5.4777 4.2844
H 2.6148 0.4873 -2.1569
H 4.2761 -2.8952 -1.9233
C 3.5717 -0.0479 -2.1702
C 4.6402 -2.0910 -1.2643
N 3.6239 -1.0538 -1.1075
H 4.3960 0.6836 -2.0718
C 3.0665 -0.8378 0.1314
O 2.1796 -0.0312 0.4042
H 4.8506 -2.5196 -0.2770
H 3.4983 -1.5183 0.9004
H 3.6919 -0.5679 -3.1356
H 5.5550 -1.6585 -1.6946
O -0.2167 1.1205 -2.5250
C -1.0898 0.0605 -2.9473
C 0.5209 -1.6186 -1.9519
C -0.7945 -1.2577 -2.2072
H 1.3113 -0.9300 -2.2632
C 0.8079 -2.8307 -1.3164
H -2.1315 0.3660 -2.7476
C -1.8423 -2.1182 -1.8442
H 1.8529 -3.1181 -1.1710
C -0.2357 -3.6731 -0.9286
C -1.5547 -3.3075 -1.1862
H -2.8728 -1.8175 -2.0522
H -0.0121 -4.6023 -0.3967
H -2.3700 -3.9676 -0.8958
Si -0.1646 2.7837 -2.6858
Cl -1.2392 -0.6964 0.8585
C 1.1162 2.5838 -1.1881
C -1.9763 3.0876 -2.1376
C 0.3483 2.9847 -4.5356
H 1.0389 3.3383 -0.4005
H 2.1294 2.6168 -1.6110
H 1.0181 1.6024 -0.7002
H 1.3234 2.5241 -4.7293
H 0.4435 4.0372 -4.8343
H -0.3584 2.5299 -5.2300
H -1.9663 3.1246 -1.0381
H -2.6769 2.2910 -2.4142
H -2.4027 4.0325 -2.4940
C -3.7242 1.7091 2.1168
Si -3.2986 0.3167 3.3193
C -4.1125 0.4921 5.0119
C -3.9850 -1.2358 2.4559
O -1.7041 0.2858 3.6718
H -4.8024 1.9310 2.1774
H -3.4974 1.4422 1.0712
H -3.1828 2.6342 2.3562
H -5.1737 0.7615 4.9377
H -4.0355 -0.4592 5.5547
H -3.5918 1.2577 5.5987
H -4.1311 -1.0910 1.3755
H -3.3456 -2.1176 2.5933
H -4.9733 -1.4742 2.8772
*
```

The value obtained for the LUMO energy is -0.01315 Ha. The energy above the lowest of the compared OMol25 structures with the same formula, charge and spin is 0.00 kJ/mol. As for the strongest force on any atom: 0.079 Eh/bohr. Its total energy is -3304.4192 hartree. The value obtained for the gap between HOMO and LUMO is 6.17 eV.


(3)
Below is a 4-piece molecular cluster, C26H52BCl2FN3O10S3 overall at a distorted geometry, with properties calculated with ωB97M-V/def2-TZVPD.

Structure (ORCA input):
```
! RIJCOSX wB97M-V def2-TZVPD def2/J DEFGRID3
* xyz 1 1
C 1.5694 -1.8014 2.8495
C 2.1526 -1.0746 1.9009
C 3.6561 -1.0051 1.7017
C 4.4012 -2.2824 2.1908
Cl 5.5034 -2.0745 3.5206
C 4.2307 -3.5201 1.7032
C 3.2790 -3.9543 0.6278
Cl 5.1468 -4.8360 2.3482
N 4.0677 0.0882 2.6312
C 5.1178 0.7651 2.2371
N 5.6989 1.7635 2.9271
C 5.0620 2.8358 3.2938
C 3.8175 2.7939 4.1307
C 5.5885 4.1591 2.8791
C 5.5783 0.1969 0.9171
B 6.4810 1.1973 0.0066
O 6.6107 2.5372 0.3645
N 7.1318 0.6849 -1.1443
C 7.8434 1.6945 -1.9379
C 8.0172 -0.4658 -0.9207
C 4.2106 -0.3261 0.4049
C 4.1362 -1.1321 -0.8862
F 4.7315 -0.4042 -1.9039
C 2.7092 -1.4498 -1.3195
C 2.0374 -0.2824 -2.0541
H 0.6231 -1.5014 3.2828
H 1.9908 -2.7317 3.2150
H 1.5606 -0.4986 1.1934
H 3.7047 -3.8526 -0.3680
H 3.0748 -5.0146 0.7639
H 2.3242 -3.4431 0.6952
H 3.5587 0.2281 3.4921
H 3.6709 3.7464 4.6355
H 3.8753 2.0064 4.8789
H 2.9333 2.6558 3.4944
H 6.6684 4.2106 3.0208
H 5.0790 4.9903 3.3562
H 5.4356 4.2004 1.7947
H 6.2556 -0.6208 1.2045
H 7.2931 2.6388 1.0350
H 7.1924 2.5352 -2.1570
H 8.1369 1.2460 -2.8888
H 8.7597 2.0361 -1.4451
H 8.9267 -0.1786 -0.3823
H 8.3468 -0.8551 -1.8865
H 7.5073 -1.2853 -0.4172
H 3.5172 0.5132 0.2696
H 4.7361 -2.0408 -0.7830
H 2.7463 -2.3105 -1.9895
H 2.0937 -1.7425 -0.4740
H 0.9551 -0.3518 -1.9707
H 2.3259 -0.2564 -3.1011
H 2.3300 0.6673 -1.5966
O -1.2837 -0.3918 -2.0983
S -2.4703 0.4181 -2.1711
O -3.4204 0.3409 -1.1017
O -3.1798 0.1484 -3.5536
C -3.5106 -1.2243 -3.9007
C -4.6864 -1.7548 -3.1153
C -2.0553 2.0976 -2.4572
H -2.6234 -1.8465 -3.7766
H -3.7362 -1.1883 -4.9639
H -4.4535 -1.8365 -2.0552
H -4.9647 -2.7448 -3.4745
H -5.5437 -1.0886 -3.2140
H -1.3438 2.1562 -3.2763
H -1.6155 2.4751 -1.5365
H -2.9675 2.6459 -2.6797
O -8.5957 -3.1013 -0.1110
S -7.2489 -3.4950 0.1694
O -6.3924 -3.9371 -0.8893
O -7.2585 -4.5754 1.3290
C -8.0768 -5.7592 1.1384
C -7.4881 -6.7354 0.1440
C -6.4287 -2.2165 1.0566
H -9.0833 -5.4498 0.8545
H -8.1349 -6.2052 2.1287
H -7.4666 -6.3192 -0.8614
H -8.0937 -7.6418 0.1282
H -6.4660 -6.9951 0.4192
H -7.0623 -1.8955 1.8785
H -6.2683 -1.4024 0.3520
H -5.4760 -2.5966 1.4150
O -6.3053 5.4255 -2.4918
S -5.3364 5.3763 -1.4414
O -4.2268 4.4745 -1.5575
O -6.0744 5.1236 -0.0652
C -6.9587 3.9732 0.0227
C -6.2192 2.6554 0.1044
C -4.7386 6.9902 -1.0885
H -7.6511 3.9973 -0.8193
H -7.5337 4.1505 0.9286
H -5.6743 2.4361 -0.8117
H -6.9380 1.8531 0.2745
H -5.4985 2.6671 0.9222
H -5.5856 7.6617 -0.9819
H -4.1200 7.2839 -1.9338
H -4.1458 6.9521 -0.1789
*
```

The value obtained for the LUMO energy is -0.13772 Ha. As for the strongest force on any atom: 0.042 Eh/bohr. Its total energy is -4177.9368 hartree. The value obtained for the gap between HOMO and LUMO is 7.94 eV.


(4)
Below is a 13-piece molecular cluster, C26H52O52S13 overall at a distorted geometry, with properties calculated with ωB97M-V/def2-TZVPD.

Structure (ORCA input):
```
! RIJCOSX wB97M-V def2-TZVPD def2/J DEFGRID3
* xyz 0 1
C -15.1948 -1.9465 6.6489
C -14.0343 -1.0350 6.7701
O -13.3631 -0.9548 5.5150
S -14.3688 -1.1565 4.2491
O -13.6758 -1.7233 3.0830
O -15.0974 0.0579 4.0023
O -15.2516 -2.1439 5.2264
H -16.0806 -1.3408 6.8402
H -14.9873 -2.8954 7.1436
H -13.2555 -1.4417 7.4152
H -14.2471 0.0198 6.9443
C -16.3669 3.5396 11.6220
C -17.7012 4.0724 12.2864
O -18.2086 3.0930 13.1361
S -17.2338 1.7229 13.1672
O -17.6149 0.7129 12.1735
O -17.1121 1.1997 14.5248
O -15.9431 2.6783 12.6597
H -15.6182 4.2656 11.3051
H -16.8348 3.0222 10.7844
H -18.4381 4.3268 11.5245
H -17.4991 4.8738 12.9970
C -22.2193 -0.0012 4.5862
C -21.2037 -1.1438 4.6079
O -21.8428 -1.9795 5.5516
S -22.7879 -1.2136 6.7226
O -21.9883 -1.0295 7.9298
O -24.1143 -1.8651 6.7395
O -22.8775 0.1512 5.8856
H -22.8680 0.1371 3.7212
H -21.6698 0.9400 4.5722
H -20.1948 -0.8738 4.9199
H -21.2345 -1.8125 3.7477
C -13.3538 5.9178 3.1712
C -14.7935 6.1967 3.6900
O -15.5731 5.0431 3.3204
S -14.8553 4.0691 2.2131
O -15.6366 3.9694 0.9415
O -14.4002 2.8102 2.8555
O -13.6368 5.1820 2.0340
H -12.8277 5.4097 3.9794
H -12.7963 6.7549 2.7510
H -15.1742 7.0919 3.1982
H -14.8239 6.2182 4.7793
C -16.7256 -2.3719 11.4653
C -16.0655 -1.3983 10.4473
O -16.3282 -2.0244 9.2181
S -17.9534 -2.5050 9.1840
O -18.3503 -3.5266 8.2343
O -18.8900 -1.4197 9.4506
O -17.5791 -3.2015 10.6343
H -17.3336 -1.8191 12.1814
H -15.9066 -2.7726 12.0626
H -14.9777 -1.4391 10.5023
H -16.3719 -0.3664 10.2760
C -11.4806 0.8837 3.4777
C -11.0168 1.8767 2.4624
O -10.1630 2.8101 3.1206
S -9.8131 2.3070 4.6452
O -10.5259 3.1108 5.6159
O -8.3523 2.2849 4.7616
O -10.5012 0.8085 4.4036
H -11.4204 -0.1322 3.0872
H -12.3116 1.1000 4.1491
H -11.8066 2.3528 1.8813
H -10.3344 1.3608 1.7870
C -16.1918 0.8600 -3.2340
C -14.8351 0.9187 -2.6151
O -15.1332 1.5684 -1.3942
S -16.4424 0.8251 -0.6483
O -17.2464 1.7651 0.1599
O -16.0165 -0.4252 -0.0088
O -17.0952 0.5719 -2.1509
H -16.3048 0.0655 -3.9716
H -16.5225 1.8148 -3.6429
H -14.0305 1.4477 -3.1260
H -14.5111 -0.1082 -2.4459
C -19.6188 5.7454 1.4968
C -19.7178 6.0774 3.0022
O -19.6469 4.8562 3.6720
S -20.0854 3.5560 2.8315
O -21.5713 3.5034 2.7510
O -19.3139 2.4102 3.3479
O -19.5017 4.3092 1.4181
H -18.6323 6.1030 1.2016
H -20.4807 6.0892 0.9250
H -20.6548 6.5451 3.3044
H -18.8556 6.7286 3.1462
C -20.7589 -0.5855 11.5956
C -20.9955 0.9001 11.3872
O -21.6432 1.4550 12.5341
S -21.7670 0.3093 13.8239
O -23.1282 0.5430 14.4652
O -20.4677 0.3773 14.6042
O -21.6366 -0.9279 12.6329
H -19.7009 -0.7949 11.7533
H -21.0432 -1.0142 10.6347
H -21.7501 1.0790 10.6213
H -20.0426 1.4060 11.2319
C -16.7872 9.8154 8.5143
C -17.4979 9.6835 7.1829
O -18.2744 10.7918 7.1064
S -18.7769 11.3149 8.5647
O -19.7563 10.3164 9.0479
O -19.1526 12.7350 8.4745
O -17.2466 10.9976 9.1179
H -15.7065 9.9139 8.4119
H -17.0279 9.0353 9.2366
H -18.1895 8.8419 7.2219
H -16.7634 9.5967 6.3822
C -17.3425 3.5620 5.7711
C -16.0561 2.8062 5.7213
O -15.9593 1.9973 6.8007
S -17.4623 1.6176 7.4505
O -17.5009 1.6589 8.8606
O -18.0560 0.4299 6.7571
O -18.0631 3.0777 6.8933
H -17.9646 3.5325 4.8766
H -17.1498 4.5837 6.0985
H -15.1668 3.4161 5.8798
H -15.8889 2.1609 4.8589
C -11.2345 1.8250 9.7864
C -11.2534 1.2353 8.4225
O -12.3011 1.8086 7.7000
S -12.9482 3.0712 8.4776
O -14.1109 2.5247 9.1260
O -12.9390 4.3869 7.8174
O -11.6990 3.1168 9.5202
H -10.2910 1.9356 10.3208
H -12.0849 1.4673 10.3668
H -11.1861 0.1494 8.3565
H -10.3105 1.6115 8.0256
C -22.2460 3.9042 6.2469
C -23.1322 4.4804 7.3199
O -22.3501 4.4378 8.5168
S -20.8043 3.7966 8.3549
O -21.0056 2.4081 8.7755
O -19.6875 4.5401 9.0292
O -20.8638 4.0218 6.7192
H -22.2026 4.5540 5.3728
H -22.5045 2.9059 5.8939
H -23.9579 3.7957 7.5134
H -23.5843 5.4338 7.0463
*
```

The value obtained for the LUMO energy is -0.02367 Ha. The energy above the lowest of the compared OMol25 structures with the same formula, charge and spin is 1117.23 kJ/mol. As for the strongest force on any atom: 0.127 Eh/bohr. Its total energy is -10110.1243 hartree. The value obtained for the gap between HOMO and LUMO is 9.30 eV.